No. 1
Here is a 2-piece molecular cluster, C4H10NO2 overall from the OMol25 dataset. Energies are from the ωB97M-V functional and the def2-TZVPD basis.

## Properties
**Energy relative to the best compared isomer or geometry (same formula, charge and spin)**: 2.030 eV
**Net charge**: -1
**E_LUMO**: 0.1537 hartree

Each line ends with the natural charge from an NBO analysis.
Positions of all 17 atoms, in Å:
C  -0.573  0.204  0.463  -0.035
O  0.579  0.426  -0.243  -0.845
C  -0.392  -0.822  1.593  -0.410
C  -0.229  -2.250  1.085  -0.602
H  -1.380  -0.166  -0.205  0.121
H  -0.975  1.134  0.924  0.114
H  -1.254  -0.821  2.270  0.167
H  0.491  -0.517  2.163  0.186
H  -0.220  -2.961  1.917  0.176
H  0.689  -2.398  0.516  0.207
H  -1.054  -2.525  0.423  0.190
C  0.277  1.973  -1.369  0.586
N  1.394  1.719  -2.243  -0.913
O  -0.866  2.022  -1.820  -0.751
H  0.600  2.578  -0.513  0.078
H  1.894  0.949  -1.813  0.385
H  1.019  1.455  -3.147  0.347

No. 2
Here is one molecule with the formula C4H3PS from the OMol25 dataset. Energies are from the ωB97M-V functional and the def2-TZVPD basis.

## Properties
**Energy relative to the best compared isomer or geometry (same formula, charge and spin)**: 2.663 eV
**Net charge**: 0
**E_LUMO**: -0.0930 hartree

Each line ends with the natural charge from an NBO analysis.
Positions of all 9 atoms, in Å:
C  -2.876  0.304  -0.304  -0.856
C  -3.711  -0.528  0.214  0.142
C  -0.225  0.204  -0.245  -0.792
C  -0.259  -0.974  0.574  -0.310
P  -1.682  1.442  0.091  0.987
S  -0.735  -2.366  -0.106  0.109
H  0.759  0.770  0.065  0.236
H  -0.107  0.016  -1.420  0.281
H  0.245  -0.818  1.503  0.203

No. 3
Here is a 3-piece molecular cluster, C19H34BI2O8S3 overall from the OMol25 dataset. Energies are from the ωB97M-V functional and the def2-TZVPD basis.

## Properties
**Net charge**: -1
**E_LUMO**: 0.0770 hartree

Each line ends with the natural charge from an NBO analysis.
Positions of all 67 atoms, in Å:
C  -2.506  -4.251  1.192  -0.661
C  -2.183  -2.986  0.173  -0.048
C  -2.646  -1.465  0.689  -0.272
C  -2.347  -0.116  -0.200  -0.259
C  -1.571  -0.325  -1.652  0.034
C  -1.250  1.089  -2.485  -0.473
C  0.073  1.737  -1.766  0.075
O  1.351  1.818  -2.492  -0.736
B  2.286  2.282  -1.441  0.607
C  3.777  2.841  -1.851  -0.532
I  4.269  4.392  -0.324  -0.008
C  4.853  1.596  -1.662  -0.303
C  5.156  1.200  -0.100  -0.680
I  6.731  1.921  -2.823  -0.021
O  1.471  3.364  -0.784  -0.753
C  0.013  3.243  -1.119  -0.021
S  -0.330  4.730  -2.206  -0.128
C  -1.104  -1.784  -2.250  -0.241
C  -1.445  -3.106  -1.288  -0.229
H  -1.727  -4.141  2.085  0.228
H  -3.593  -4.186  1.630  0.223
H  -2.304  -5.305  0.712  0.226
H  -3.178  -1.337  1.744  0.220
H  -2.667  0.959  0.208  0.258
H  -2.207  1.769  -2.311  0.237
H  -1.026  0.909  -3.619  0.243
H  0.286  1.007  -0.863  0.199
H  2.451  1.277  -0.819  -0.150
H  3.842  3.357  -2.903  0.239
H  4.335  0.655  -2.184  0.240
H  5.933  1.921  0.419  0.226
H  4.194  1.132  0.584  0.263
H  5.632  0.105  -0.072  0.206
H  -0.709  3.300  -0.200  0.182
H  -0.159  5.843  -1.323  0.139
H  -0.538  -1.889  -3.295  0.253
H  -1.129  -4.196  -1.635  0.219
O  -5.389  1.604  -1.112  -0.925
S  -5.928  0.375  -1.655  2.348
O  -5.423  -0.213  -2.876  -0.914
O  -7.547  0.510  -1.769  -0.718
C  -8.091  1.614  -2.477  -0.077
C  -8.011  1.403  -3.977  -0.640
C  -5.897  -0.863  -0.382  -0.890
H  -7.601  2.547  -2.181  0.197
H  -9.143  1.695  -2.183  0.186
H  -6.972  1.417  -4.321  0.231
H  -8.553  2.192  -4.508  0.210
H  -8.431  0.432  -4.256  0.213
H  -6.332  -0.446  0.528  0.242
H  -4.856  -1.142  -0.206  0.288
H  -6.463  -1.733  -0.721  0.246
O  3.841  -0.666  5.134  -0.925
S  5.164  -0.659  4.546  2.346
O  5.382  -0.363  3.147  -0.904
O  5.913  -2.060  4.908  -0.719
C  5.265  -3.282  4.590  -0.076
C  5.388  -3.607  3.113  -0.641
C  6.204  0.405  5.514  -0.879
H  4.215  -3.261  4.904  0.195
H  5.759  -4.068  5.170  0.186
H  4.820  -2.896  2.506  0.235
H  5.006  -4.610  2.904  0.211
H  6.432  -3.547  2.788  0.216
H  6.091  0.147  6.569  0.245
H  5.886  1.436  5.344  0.261
H  7.239  0.277  5.191  0.251

No. 4
Here is C16H44ClN4O4Ti as an isolated structure from the OMol25 dataset. Energies are from the ωB97M-V functional and the def2-TZVPD basis.

## Properties
**Energy relative to the best compared isomer or geometry (same formula, charge and spin)**: 4.457 eV
**Multiplicity**: 4
**Net charge**: 0
**E_LUMO (spin up / spin down)**: -0.0443 / -0.0454 hartree

Each line ends with the Löwdin spin population.
Positions of all 70 atoms, in Å:
Ti  -1.256  3.545  1.477  2.853
Cl  -1.032  1.208  0.365  0.094
C  -1.145  0.987  -4.659  0.000
C  -2.144  0.999  -3.544  0.000
C  -3.631  0.724  -3.923  0.000
O  -4.112  1.844  -4.732  0.000
C  -5.550  2.007  -4.724  0.000
N  -1.680  0.039  -2.530  0.000
H  -1.390  1.611  -5.518  0.000
H  -1.140  -0.002  -5.116  0.000
H  -0.196  1.426  -4.348  0.000
H  -1.984  1.948  -3.033  0.000
H  -4.211  0.613  -3.007  0.000
H  -3.714  -0.170  -4.542  0.000
H  -5.831  2.439  -3.763  0.000
H  -6.055  1.049  -4.840  0.000
H  -5.910  2.670  -5.510  0.000
H  -2.469  -0.190  -1.941  0.000
H  -1.250  0.586  -1.798  0.000
C  2.770  0.201  2.301  0.001
C  1.837  0.340  3.486  0.002
C  2.493  0.613  4.793  0.000
O  3.429  -0.382  5.149  0.000
C  3.839  -0.209  6.526  0.000
N  0.837  1.342  3.293  0.016
H  2.365  0.106  1.294  0.000
H  3.439  -0.625  2.545  0.000
H  3.454  1.049  2.324  0.000
H  1.308  -0.613  3.441  0.000
H  1.699  0.635  5.540  0.000
H  2.945  1.598  4.910  0.000
H  4.595  0.565  6.658  0.000
H  4.203  -1.149  6.941  0.000
H  2.999  0.040  7.175  0.000
H  1.271  2.206  3.002  0.018
H  0.249  1.185  2.488  0.011
C  3.259  1.251  -1.822  0.000
C  2.128  0.722  -2.772  0.000
C  2.493  0.119  -4.193  0.000
O  3.282  0.974  -4.970  0.000
C  3.325  0.597  -6.268  0.000
N  1.293  -0.248  -2.089  0.000
H  3.712  2.142  -2.257  0.000
H  3.990  0.464  -1.636  0.000
H  2.841  1.479  -0.842  0.000
H  1.523  1.579  -3.066  0.000
H  1.563  -0.204  -4.660  0.000
H  3.097  -0.742  -3.908  0.000
H  3.691  1.341  -6.976  0.000
H  2.384  0.305  -6.735  0.000
H  4.036  -0.227  -6.331  0.000
H  0.356  -0.183  -2.460  0.000
H  1.067  0.217  -1.221  0.000
C  -3.029  -3.726  2.419  0.000
C  -2.647  -2.274  2.420  0.000
C  -1.487  -1.914  3.424  0.000
O  -1.905  -2.176  4.732  0.000
C  -0.965  -1.755  5.752  0.000
N  -2.363  -1.914  1.067  0.000
H  -2.297  -4.380  1.946  0.000
H  -3.978  -3.934  1.926  0.000
H  -3.291  -4.064  3.422  0.000
H  -3.566  -1.734  2.645  0.000
H  -1.325  -0.840  3.335  0.000
H  -0.532  -2.421  3.283  0.000
H  -1.302  -2.177  6.700  0.000
H  -0.695  -0.703  5.846  0.000
H  -0.048  -2.252  5.437  0.000
H  -1.683  -2.564  0.699  0.000
H  -1.958  -0.993  0.976  0.000

No. 5
Here is C38H66BN2P2Sr as an isolated structure from the OMol25 dataset. Energies are from the ωB97M-V functional and the def2-TZVPD basis.

## Properties
**Energy relative to the best compared isomer or geometry (same formula, charge and spin)**: 0.977 eV
**Net charge**: -1
**E_LUMO (spin up / spin down)**: 0.0929 / 0.0934 hartree

Each line ends with the Mulliken charge.
Positions of all 110 atoms, in Å:
Sr  1.294  0.047  -1.014  1.299
C  4.673  2.020  -1.115  -1.779
C  3.818  1.161  -2.013  1.614
C  3.997  -0.262  -1.999  -1.267
C  3.243  -1.056  -2.906  1.755
C  3.479  -2.540  -2.919  -1.808
C  2.291  -0.483  -3.718  -1.108
C  2.035  0.923  -3.692  0.522
C  1.081  1.558  -4.662  -1.629
C  2.872  1.709  -2.847  -0.218
H  5.732  1.890  -1.364  0.400
H  4.548  1.753  -0.063  0.265
H  4.427  3.075  -1.241  0.337
H  4.767  -0.712  -1.385  0.246
H  4.525  -2.749  -3.162  0.488
H  2.851  -3.040  -3.658  0.313
H  3.286  -2.987  -1.939  0.324
H  1.727  -1.115  -4.400  0.154
H  1.577  1.916  -5.577  0.360
H  0.563  2.416  -4.226  0.203
H  0.311  0.847  -4.972  0.327
H  2.761  2.791  -2.860  0.111
C  -2.062  -2.252  2.169  -1.600
C  -1.611  -3.511  1.411  2.056
C  -2.827  -4.439  1.316  -1.840
C  -0.534  -4.209  2.245  -2.062
P  -0.844  -2.812  -0.173  1.239
C  -2.366  -2.241  -1.083  -0.825
N  -2.600  -0.826  -0.880  0.547
B  -1.588  0.217  -1.073  0.023
N  -2.406  1.426  -0.878  0.273
C  -1.891  2.780  -0.932  -1.178
P  -0.359  2.871  0.117  1.032
C  -1.086  2.693  1.855  2.413
C  -2.461  3.331  2.070  -1.842
C  -0.075  3.273  2.851  -2.200
C  -1.236  1.198  2.176  -1.583
C  0.185  4.666  -0.138  2.225
C  0.268  4.853  -1.661  -2.109
C  -0.688  5.787  0.422  -2.051
C  1.610  4.807  0.419  -1.851
C  -3.729  1.118  -0.625  0.387
C  -4.832  1.918  -0.380  -0.622
C  -6.064  1.308  -0.124  -0.903
C  -6.183  -0.073  -0.118  -0.815
C  -5.076  -0.889  -0.369  -0.626
C  -3.849  -0.295  -0.616  0.708
C  -0.184  -4.175  -1.305  2.208
C  -0.024  -3.542  -2.696  -2.271
C  1.228  -4.525  -0.811  -1.696
C  -0.999  -5.457  -1.455  -2.015
H  -2.388  -2.537  3.175  0.686
H  -2.899  -1.757  1.673  0.245
H  -1.256  -1.525  2.265  -0.206
H  -3.250  -4.557  2.320  0.502
H  -2.574  -5.431  0.955  0.332
H  -3.621  -4.036  0.687  0.264
H  -0.913  -4.378  3.259  0.547
H  0.375  -3.609  2.323  0.225
H  -0.272  -5.183  1.830  0.335
H  -3.245  -2.820  -0.799  -0.201
H  -2.205  -2.431  -2.146  0.040
H  -2.643  3.503  -0.605  0.204
H  -1.627  3.029  -1.963  0.313
H  -2.479  4.403  1.891  0.213
H  -2.759  3.165  3.112  0.523
H  -3.221  2.857  1.445  0.302
H  -0.025  4.361  2.801  0.385
H  0.922  2.854  2.684  0.290
H  -0.383  3.002  3.866  0.566
H  -2.091  0.763  1.662  0.182
H  -1.401  1.097  3.256  0.807
H  -0.334  0.636  1.931  -0.553
H  -0.719  4.974  -2.109  0.366
H  0.762  4.010  -2.149  0.181
H  0.847  5.755  -1.883  0.590
H  -1.721  5.715  0.074  0.267
H  -0.292  6.752  0.085  0.488
H  -0.691  5.800  1.512  0.363
H  2.225  3.942  0.166  0.204
H  1.617  4.910  1.503  0.302
H  2.086  5.699  -0.004  0.545
H  -4.751  2.998  -0.391  0.407
H  -6.933  1.924  0.070  0.378
H  -7.145  -0.529  0.080  0.375
H  -5.188  -1.967  -0.369  0.404
H  0.389  -2.529  -2.654  0.499
H  -0.969  -3.487  -3.236  0.368
H  0.665  -4.150  -3.290  0.612
H  1.862  -3.638  -0.761  -0.055
H  1.692  -5.236  -1.502  0.616
H  1.223  -4.977  0.179  0.233
H  -2.037  -5.254  -1.726  0.319
H  -0.989  -6.049  -0.542  0.331
H  -0.560  -6.076  -2.246  0.510
C  3.810  0.296  3.380  -1.964
C  2.741  -0.555  2.676  2.431
C  1.535  -0.693  3.611  -1.462
C  3.318  -1.960  2.429  -1.819
C  2.332  0.049  1.346  -0.551
H  4.029  -0.077  4.389  0.467
H  3.472  1.332  3.467  0.302
H  4.739  0.293  2.805  0.375
H  1.779  -1.274  4.508  0.483
H  0.717  -1.188  3.085  -0.109
H  1.175  0.289  3.930  0.282
H  3.702  -2.401  3.357  0.423
H  4.133  -1.916  1.701  0.341
H  2.546  -2.624  2.030  0.164
H  3.311  0.269  0.857  -0.599

No. 6
Here is C6H8S as an isolated structure from the OMol25 dataset. Energies are from the ωB97M-V functional and the def2-TZVPD basis.

## Properties
**Energy relative to the best compared isomer or geometry (same formula, charge and spin)**: 3.050 eV
**Net charge**: 0
**E_LUMO**: 0.0290 hartree

Each line ends with the natural charge from an NBO analysis.
Positions of all 15 atoms, in Å:
C  1.921  1.535  -0.815  -0.648
C  0.837  0.696  -0.150  -0.009
C  1.049  -0.062  0.953  -0.229
C  0.075  -0.795  1.624  -0.317
C  -0.896  -1.284  0.965  -0.277
C  -0.552  0.897  -0.714  -0.609
H  3.038  1.077  -0.397  0.240
H  1.651  1.682  -2.018  0.238
H  1.857  2.717  -0.178  0.216
H  2.093  0.090  1.452  0.210
H  0.379  -1.230  2.487  0.218
H  -1.605  -2.106  1.470  0.234
H  -0.431  1.200  -1.802  0.234
H  -1.117  1.797  -0.261  0.223
S  -1.279  -0.697  -0.746  0.276